The following is a quantum chemistry calculation of C36H52N3OP2SSr as an isolated structure in a non-equilibrium geometry, from the Open Molecules 2025 dataset.

ORCA input file:
```
! wB97M-V def2-TZVPD RIJCOSX def2/J DEFGRID3
* xyz 1 1
Sr -0.03 0.42 0.00
S 1.84 2.74 0.00
P -2.02 0.53 -3.28
P 1.91 -0.78 2.13
O -2.64 2.41 2.51
N -1.99 -0.15 -1.75
N 1.14 -1.86 -0.69
N 2.77 4.56 1.72
C 3.99 0.79 3.20
C -3.19 -3.03 1.22
C 0.94 -2.10 -2.03
C -1.21 2.66 -4.83
C -1.96 1.79 1.81
C -0.33 -1.64 -2.56
C -3.05 -4.39 0.93
C 1.49 5.96 3.14
C -1.70 2.42 -3.37
C -2.23 -4.77 -0.13
C 0.88 0.38 4.50
C -3.50 -1.66 -4.08
C 0.32 5.41 2.60
C 1.64 3.97 1.17
C 1.00 -0.99 3.79
C -2.98 3.22 -3.11
C -4.75 0.15 -2.81
C -4.03 0.48 -5.24
C 4.27 -0.12 0.86
C 0.40 4.43 1.62
C 1.76 -1.98 4.68
C 4.58 -1.62 2.83
C 2.01 -2.64 -0.03
C -0.42 -1.53 3.53
C -0.59 2.84 -2.38
C 1.97 -2.54 1.48
C 2.72 5.54 2.67
C 1.97 -2.72 -2.77
C -3.68 -0.14 -3.88
C -2.66 -2.05 0.37
C -1.38 -1.41 -1.73
C 3.77 -0.43 2.28
C 2.83 -3.57 -0.69
C 2.89 -3.51 -2.08
C -1.88 -2.43 -0.74
C -1.62 -3.80 -0.94
H 1.99 -2.56 -3.86
H -3.30 -2.19 -3.14
H 2.80 -3.10 1.93
H 0.29 2.17 -2.42
H 3.67 4.25 1.36
H -4.42 -2.08 -4.50
H 4.09 -0.96 0.17
H -3.78 2.99 -3.82
H -0.42 -2.50 3.01
H -2.08 -5.83 -0.35
H -4.92 1.22 -2.67
H 5.36 0.05 0.89
H -4.28 1.55 -5.19
H 1.04 -3.03 1.80
H 3.39 1.66 2.89
H 1.85 0.82 4.75
H -0.36 2.01 -5.08
H -0.48 3.97 1.18
H 5.60 -1.27 3.02
H -3.77 -2.73 2.09
H 1.44 6.72 3.92
H 1.15 -2.18 5.58
H -0.97 -4.10 -1.76
H -2.68 -1.86 -4.78
H -5.70 -0.31 -3.13
H 5.05 1.08 3.15
H -0.21 3.85 -2.61
H -3.21 0.36 -5.96
H 4.65 -2.44 2.10
H -3.35 3.07 -2.09
H 3.67 5.94 3.01
H 3.77 0.55 4.25
H 0.33 0.23 5.44
H -0.65 5.76 2.93
H -4.48 -0.30 -1.84
H -2.00 2.46 -5.56
H 3.64 -4.09 -2.63
H -2.89 -0.98 0.55
H 3.42 -4.26 -0.08
H 2.72 -1.59 5.04
H -0.96 2.90 -1.34
H -0.89 3.70 -4.95
H -3.56 -5.15 1.54
H 4.18 -2.01 3.77
H -0.93 -1.67 4.49
H -0.37 -1.32 -3.63
H 3.79 0.78 0.44
H -2.75 4.29 -3.22
H -4.90 -0.04 -5.66
H -1.03 -0.84 2.94
H 1.93 -2.95 4.18
H 0.32 1.10 3.89
*
```

Values from the calculation:
Highest occupied orbital energy = -8.250 eV
Frontier orbital gap = 5.0 eV
Relative energy (zero: lowest compared OMol25 entry of this formula, charge and spin) = 0.0 kJ/mol
DFT total energy = -2753.9071 Eh